(1)
DFT (the ωB97M-V functional and the def2-TZVPD basis) results for C41H60BaN4O7P2S as an isolated structure.

```
116
Properties=species:S:1:pos:R:3
Ba 0.1977 -0.3854 0.1577
C 3.7014 3.0170 1.2521
C 2.5122 3.8686 0.8058
C 3.0350 5.1547 0.1562
P 1.2502 2.8610 -0.1537
C 1.5267 3.3828 -1.9138
C 2.8962 2.9380 -2.4253
C 0.4193 2.8263 -2.7994
C -0.3307 3.6482 0.2819
C -0.3628 4.9909 0.6709
C -1.5269 5.6751 0.9684
C -1.5160 7.1145 1.4017
C -2.7130 4.9565 0.8381
C -2.7233 3.6308 0.4665
C -1.5364 2.8994 0.2003
N -1.5532 1.5591 -0.1238
C -2.8735 1.0264 -0.1611
C -3.5035 0.5960 1.0182
C -2.7868 0.7066 2.3329
C -4.7723 0.0393 0.9577
C -5.4511 -0.1109 -0.2479
C -6.8222 -0.7253 -0.2886
C -4.8305 0.3462 -1.3992
C -3.5631 0.9241 -1.3741
C -2.9633 1.4759 -2.6352
H 4.3445 3.5894 1.9241
H 4.3185 2.7073 0.4048
H 3.3785 2.1210 1.7855
H 1.9587 4.1464 1.7071
H 3.7587 4.9382 -0.6294
H 3.5520 5.7543 0.9088
H 2.2563 5.7743 -0.2822
H 1.4669 4.4753 -1.9367
H 2.9576 1.8496 -2.5102
H 3.7195 3.2678 -1.7928
H 3.0731 3.3387 -3.4255
H 0.4615 1.7325 -2.8399
H 0.5351 3.1882 -3.8231
H -0.5678 3.1064 -2.4370
H 0.5646 5.5395 0.7543
H -0.5063 7.5253 1.3699
H -1.8878 7.2307 2.4221
H -2.1437 7.7328 0.7568
H -3.6609 5.4466 1.0350
H -3.6799 3.1347 0.3817
H -2.3626 1.7011 2.4804
H -1.9576 -0.0065 2.4053
H -3.4635 0.4947 3.1628
H -5.2469 -0.2933 1.8762
H -6.8986 -1.5631 0.4053
H -7.0588 -1.0926 -1.2865
H -7.5883 0.0025 -0.0120
H -5.3467 0.2577 -2.3502
H -3.6148 1.2919 -3.4895
H -1.9819 1.0492 -2.8476
H -2.8141 2.5545 -2.5471
N 3.3489 -8.5329 0.1840
C 2.9955 -7.4411 0.1640
C 2.5285 -6.0804 0.1882
C 1.8167 -5.6215 1.2980
C 1.3771 -4.3146 1.2962
N 1.6074 -3.4491 0.3010
C 2.2732 -3.9171 -0.7539
C 2.7551 -5.2162 -0.8704
H 1.6076 -6.2742 2.1339
H 0.7948 -3.9539 2.1317
H 2.4177 -3.2373 -1.5812
H 3.2655 -5.5053 -1.7848
C -0.5572 -2.4290 3.5505
C 0.7264 -1.6368 3.6584
O 0.5094 -0.3580 3.0622
C 1.4835 0.6189 3.4374
C 0.8639 1.9871 3.2803
H -0.4579 -3.3966 4.0442
H -0.8319 -2.6154 2.5091
H -1.3714 -1.8822 4.0257
H 1.5714 -2.1357 3.1720
H 0.9913 -1.4935 4.7109
H 2.3844 0.4904 2.8255
H 1.7697 0.4510 4.4804
H 0.5008 2.1563 2.2638
H 1.5902 2.7666 3.5125
H 0.0139 2.0922 3.9540
N 3.0847 -0.0783 -0.0074
C 3.4349 -0.8858 -1.1275
C 2.6123 -0.8534 -2.2517
C 2.8595 -1.6967 -3.3287
C 3.9160 -2.5903 -3.2767
C 4.7705 -2.5779 -2.1827
C 4.5355 -1.7330 -1.1094
S 4.0752 -3.8842 -4.5135
O 3.5370 -5.0332 -3.7832
O 3.2400 -3.4396 -5.6116
O 5.4946 -3.9665 -4.7825
H 3.7963 -0.0550 0.7132
H 2.9290 0.8867 -0.2919
H 1.7852 -0.1452 -2.3057
H 2.2268 -1.6971 -4.2074
H 5.6109 -3.2605 -2.1736
H 5.1942 -1.7441 -0.2482
C -3.7458 -3.1005 2.1702
O -3.6922 -3.1391 0.7463
P -2.4969 -2.3699 -0.0108
O -1.2509 -3.4110 0.0027
C -1.3331 -4.7811 -0.4372
O -3.1543 -2.5822 -1.4697
C -2.4611 -2.0363 -2.5883
H -4.7415 -3.4299 2.4570
H -3.5798 -2.0871 2.5420
H -3.0061 -3.7778 2.6027
H -1.3933 -5.4304 0.4348
H -0.4263 -5.0013 -0.9972
H -2.2088 -4.9274 -1.0674
H -1.7323 -1.2741 -2.2852
H -3.1888 -1.5509 -3.2342
H -1.9415 -2.8292 -3.1272
```

Properties
Kohn-Sham gap = 6.9 eV
E_HOMO = -7.3 eV
ΔE to the lowest compared entry with this formula, charge and spin = 1.002 eV


(2)
DFT (the ωB97M-V functional and the def2-TZVPD basis) results for C41H60BrN4NbO13P as an isolated structure in a non-equilibrium geometry.

```
121
Properties=species:S:1:pos:R:3
C -6.2381 -2.9435 -3.3324
C -7.1594 -2.7913 -2.1319
O -7.0108 -3.7977 -1.1560
C -5.6949 -3.9466 -0.6499
C -5.1358 -2.7329 0.0741
O -3.7364 -2.7790 -0.0763
C -2.9840 -2.1503 0.9840
Nb -0.8941 -3.1488 1.0756
Br -1.8304 -5.1178 2.5451
C 1.2367 -3.9026 1.1488
C 1.9082 -4.1694 -0.2130
C 1.8755 -5.6331 -0.6234
C 0.4761 -6.1840 -0.8041
C 0.3987 -7.4728 -1.6120
C -1.0569 -7.8306 -1.9588
C -1.4229 -7.5993 -3.4168
C -1.7388 -6.1150 -3.7000
C -3.1994 -5.9101 -4.0824
C -3.6080 -4.4868 -4.4934
C -2.5472 -3.6342 -5.1655
O -2.9292 -2.2594 -5.1571
C -2.5518 -1.5941 -3.9665
P -0.1925 -1.1360 -0.3302
O 1.3769 -1.1744 -0.8616
O -1.0989 -1.2423 -1.7299
H -5.2939 -2.4173 -3.2132
H -6.0114 -3.9912 -3.5107
H -6.7249 -2.5558 -4.2231
H -7.0418 -1.7938 -1.7026
H -8.1912 -2.8590 -2.4656
H -5.7389 -4.7749 0.0496
H -4.9842 -4.2319 -1.4263
H -5.5012 -1.7996 -0.3515
H -5.4071 -2.7640 1.1294
H -2.8894 -1.0863 0.7377
H -3.4808 -2.2599 1.9450
H -0.7263 -2.0999 2.5708
H -1.4131 -3.9692 -0.4810
H 1.1786 -4.8560 1.6784
H 1.8573 -3.2542 1.7673
H 1.4441 -3.5946 -1.0124
H 2.9578 -3.8755 -0.1780
H 2.4002 -5.7048 -1.5812
H 2.4369 -6.2448 0.0860
H -0.1126 -5.4342 -1.3321
H 0.0037 -6.3192 0.1685
H 0.8506 -8.2869 -1.0491
H 0.9641 -7.3099 -2.5290
H -1.2465 -8.8670 -1.6864
H -1.7128 -7.2068 -1.3527
H -2.3024 -8.2002 -3.6507
H -0.6250 -7.9566 -4.0651
H -1.0870 -5.7432 -4.4841
H -1.5461 -5.5639 -2.7821
H -3.7987 -6.1720 -3.2116
H -3.4597 -6.6238 -4.8628
H -3.9921 -3.9411 -3.6347
H -4.4330 -4.5673 -5.1986
H -2.4621 -3.8966 -6.2164
H -1.5796 -3.7235 -4.6766
H -3.2648 -0.7973 -3.7810
H -1.5639 -1.1455 -4.0741
H -2.5319 -2.2702 -3.1132
H 1.4078 -1.4457 -1.7866
H -1.8715 -1.7838 -1.5196
C 3.2756 4.1692 3.1848
C 3.8140 3.0422 3.7962
C 3.1456 1.8291 3.7323
C 1.9454 1.7593 3.0558
C 1.3884 2.8645 2.4463
C 2.0599 4.0746 2.5181
N 1.2397 0.4638 2.9778
O 1.7590 -0.4866 3.5333
O 0.2031 0.4369 2.3539
H 3.7998 5.1107 3.2270
H 4.7547 3.1007 4.3206
H 3.5507 0.9458 4.2023
H 0.4488 2.7777 1.9217
H 1.6368 4.9464 2.0398
C -4.9436 0.8236 -0.9167
C -4.7889 1.4213 0.3207
C -5.5328 2.5440 0.6467
C -6.4284 3.0390 -0.2823
C -6.5979 2.4588 -1.5236
C -5.8431 1.3427 -1.8397
N -7.2342 4.2217 0.0629
O -7.0571 4.7321 1.1509
O -8.0344 4.6235 -0.7602
H -4.3591 -0.0542 -1.1624
H -4.0826 1.0136 1.0310
H -5.4196 3.0239 1.6066
H -7.3029 2.8721 -2.2284
H -5.9581 0.8742 -2.8079
C 5.8653 10.4030 0.1394
C 4.4773 10.4329 0.1308
C 3.7566 9.2546 0.2334
C 4.4477 8.0641 0.3442
C 5.8267 8.0094 0.3526
C 6.5374 9.1934 0.2477
N 3.6866 6.8059 0.4687
O 2.4734 6.8827 0.4468
O 4.3195 5.7809 0.5899
H 6.4247 11.3260 0.0627
H 3.9537 11.3749 0.0457
H 2.6774 9.2595 0.2278
H 6.3326 7.0612 0.4450
H 7.6184 9.1704 0.2544
C 10.1696 5.5895 6.4437
C 9.4221 4.4586 6.1450
C 8.3256 4.5523 5.3042
C 8.0018 5.7867 4.7761
C 8.7281 6.9262 5.0614
C 9.8214 6.8209 5.9049
N 6.8434 5.8882 3.8708
O 6.2080 4.8784 3.6565
O 6.5938 6.9783 3.3928
H 11.0269 5.5109 7.0986
H 9.6928 3.5004 6.5656
H 7.7344 3.6821 5.0624
H 8.4439 7.8755 4.6338
H 10.4025 7.7014 6.1405
```

Properties
Kohn-Sham gap = 4.1 eV
E_HOMO = -3.7 eV
charge = -1


What is the formula in the second record? C41H60BrN4NbO13P


Among the records above, which one has the lowest Kohn-Sham gap? C41H60BrN4NbO13P


The lowest Kohn-Sham gap belongs to which entry? C41H60BrN4NbO13P


Among the records above, which one has the lowest E_HOMO? C41H60BaN4O7P2S